Entry 1:
Computed, not measured: a cluster of 6 separate species, H12O6 in total in a non-equilibrium geometry, with ωB97M-V with the def2-TZVPD basis set.

Last columns: bonded neighbours and bond lengths (Å).
CARTESIAN COORDINATES (ANGSTROEM)
1 O 1.8555 0.4128 1.5837  H2 0.928, H3 0.968
2 H 2.2565 -0.3752 1.3027  O1 0.928
3 H 1.0675 0.4998 1.0287  O1 0.968
4 O -1.0855 1.7928 2.7477  H5 0.988, H6 0.974
5 H -0.2705 1.3938 3.1387  O4 0.988
6 H -0.9535 1.5208 1.8217  O4 0.974
7 O -0.9435 -1.5652 1.2167  H8 0.917, H9 0.945
8 H -0.3495 -1.8442 1.8567  O7 0.917
9 H -0.8905 -2.1572 0.4817  O7 0.945
10 O -0.7115 0.9618 0.2867  H11 0.937, H12 0.937
11 H -0.4835 1.0038 -0.6213  O10 0.937
12 H -1.0605 0.1018 0.4147  O10 0.937
13 O -0.8675 -1.3682 -3.0413  H14 0.960, H15 0.948
14 H -0.3715 -0.5472 -2.9923  O13 0.960
15 H -0.2685 -2.0312 -3.3583  O13 0.948
16 O 0.6655 0.7228 -2.0463  H17 0.982, H18 0.946
17 H 1.1665 0.0428 -1.5463  O16 0.982
18 H 1.2445 1.4358 -2.2743  O16 0.946

Orbital gap = 9.9 eV
Structure (SMILES) = O.O.O.O.O.O
Charge = 0
LUMO = -0.008 hartree
Relative energy (zero: lowest compared OMol25 entry of this formula, charge and spin) = 1.384 eV

Entry 2:
Computed, not measured: a cluster of 9 separate species, C69H150N8O9 in total in a non-equilibrium geometry, with ωB97M-V with the def2-TZVPD basis set.

Last columns: bonded neighbours and bond lengths (Å).
CARTESIAN COORDINATES (ANGSTROEM)
1 C -35.0675 3.3455 6.1165  C2 1.548, H12 1.089, H13 1.099, H14 1.090
2 C -34.6145 2.8911 4.7081  C1 1.548, C3 1.536, C4 1.533, N10 1.460
3 C -33.1641 3.3131 4.4311  C2 1.536, H15 1.091, H16 1.090, H17 1.095
4 C -34.6880 1.3622 4.6291  C2 1.533, C5 1.527, H18 1.092, H19 1.093
5 C -36.0975 0.7896 4.4982  C4 1.527, C6 1.522, H20 1.089, H21 1.094
6 C -36.6713 1.3971 3.2256  C5 1.522, C7 1.534, H22 1.094, H23 1.093
7 C -36.7475 2.9296 3.2105  C6 1.534, C8 1.525, C9 1.540, N10 1.464
8 C -36.9785 3.3356 1.7586  C7 1.525, H24 1.090, H25 1.093, H26 1.095
9 C -37.9672 3.4074 4.0206  C7 1.540, H27 1.092, H28 1.088, H29 1.093
10 N -35.5018 3.5023 3.7231  C2 1.460, C7 1.464, O11 1.404
11 O -35.4273 4.8980 3.5935  N10 1.404, H30 0.973
12 H -35.9493 2.7581 6.3685  C1 1.089
13 H -34.3589 3.0694 6.9095  C1 1.099
14 H -35.1042 4.4278 6.2415  C1 1.090
15 H -32.6791 2.9074 3.5419  C3 1.091
16 H -33.1140 4.4015 4.3990  C3 1.090
17 H -32.5058 2.9614 5.2329  C3 1.095
18 H -34.1246 0.8895 3.8217  C4 1.092
19 H -34.2292 1.0428 5.5680  C4 1.093
20 H -36.0843 -0.2986 4.4523  C5 1.089
21 H -36.6958 1.0782 5.3678  C5 1.094
22 H -37.6838 1.0014 3.1005  C6 1.094
23 H -36.1188 1.0112 2.3646  C6 1.093
24 H -37.0495 4.4053 1.5624  C8 1.090
25 H -37.8659 2.8688 1.3248  C8 1.093
26 H -36.1463 2.9804 1.1423  C8 1.095
27 H -37.7154 3.5434 5.0743  C9 1.092
28 H -38.8353 2.7592 3.9158  C9 1.088
29 H -38.2426 4.3965 3.6453  C9 1.093
30 H -35.9234 5.2236 4.3640  O11 0.973
31 C -27.0245 -0.2054 4.8342  C32 1.539, H42 1.091, H43 1.095, H44 1.090
32 C -27.4747 0.7683 5.9382  C31 1.539, C33 1.540, C34 1.540, N40 1.456
33 C -26.5053 1.9642 5.9775  C32 1.540, H45 1.087, H46 1.094, H47 1.093
34 C -28.8604 1.2865 5.5116  C32 1.540, C35 1.517, H48 1.095, H49 1.094
35 C -29.8764 1.6505 6.5776  C34 1.517, C36 1.533, H50 1.094, H51 1.092
36 C -29.8217 0.6921 7.7730  C35 1.533, C37 1.529, H52 1.092, H53 1.093
37 C -28.4313 0.3536 8.3103  C36 1.529, C38 1.556, C39 1.534, N40 1.451
38 C -27.8710 1.5011 9.1989  C37 1.556, H54 1.088, H55 1.090, H56 1.095
39 C -28.5519 -0.8644 9.2351  C37 1.534, H57 1.091, H58 1.097, H59 1.090
40 N -27.5386 0.0547 7.2056  C32 1.456, C37 1.451, O41 1.411
41 O -26.2717 -0.4029 7.6252  N40 1.411, H60 0.965
42 H -26.8108 0.2647 3.8736  C31 1.091
43 H -26.0650 -0.6826 5.0613  C31 1.095
44 H -27.7898 -0.9752 4.7368  C31 1.090
45 H -26.4383 2.6103 5.1059  C33 1.087
46 H -26.8052 2.5928 6.8205  C33 1.094
47 H -25.5276 1.5786 6.2769  C33 1.093
48 H -28.7310 2.2004 4.9221  C34 1.095
49 H -29.3442 0.6016 4.8091  C34 1.094
50 H -29.7821 2.6849 6.9199  C35 1.094
51 H -30.8837 1.5869 6.1605  C35 1.092
52 H -30.3189 -0.2373 7.4858  C36 1.092
53 H -30.3524 1.1912 8.5876  C36 1.093
54 H -26.8518 1.2961 9.5187  C38 1.088
55 H -28.5605 1.7180 10.0148  C38 1.090
56 H -27.7899 2.4205 8.6095  C38 1.095
57 H -27.5895 -1.0839 9.6988  C39 1.091
58 H -28.7796 -1.7666 8.6550  C39 1.097
59 H -29.3048 -0.8037 10.0205  C39 1.090
60 H -26.1571 -1.2415 7.1613  O41 0.965
61 C -33.5963 -0.6853 7.3829  C62 1.527, H72 1.091, H73 1.095, H74 1.090
62 C -33.1401 -1.6462 8.4779  C61 1.527, C63 1.538, C64 1.516, N70 1.472
63 C -32.1061 -2.6341 7.9112  C62 1.538, H75 1.091, H76 1.087, H77 1.092
64 C -32.4964 -0.8983 9.6281  C62 1.516, C65 1.521, H78 1.097, H79 1.093
65 C -33.5109 -0.1395 10.4698  C64 1.521, C66 1.515, H80 1.093, H81 1.091
66 C -34.4661 -1.1335 11.0986  C65 1.515, C67 1.561, H82 1.093, H83 1.095
67 C -35.2109 -2.0193 10.0509  C66 1.561, C68 1.526, C69 1.543, N70 1.464
68 C -35.7445 -3.2313 10.8097  C67 1.526, H84 1.091, H85 1.092, H86 1.091
69 C -36.3587 -1.1746 9.4588  C67 1.543, H87 1.091, H88 1.090, H89 1.088
70 N -34.2356 -2.4472 9.0469  C62 1.472, C67 1.464, O71 1.422
71 O -34.8358 -3.2813 8.0646  N70 1.422, H90 0.964
72 H -34.2356 0.0883 7.8113  C61 1.091
73 H -32.7522 -0.1411 6.9471  C61 1.095
74 H -34.0948 -1.1932 6.5576  C61 1.090
75 H -31.9199 -3.3629 8.7017  C63 1.091
76 H -32.4479 -3.1089 6.9953  C63 1.087
77 H -31.1701 -2.0909 7.7631  C63 1.092
78 H -32.0364 -1.6027 10.3316  C64 1.097
79 H -31.7214 -0.1677 9.3821  C64 1.093
80 H -32.9279 0.3452 11.2568  C65 1.093
81 H -34.0056 0.6097 9.8491  C65 1.091
82 H -35.2207 -0.6607 11.7331  C66 1.093
83 H -33.9383 -1.8002 11.7881  C66 1.095
84 H -34.9265 -3.9159 11.0392  C68 1.091
85 H -36.5002 -3.7700 10.2339  C68 1.092
86 H -36.2096 -2.9199 11.7457  C68 1.091
87 H -37.1395 -1.0682 10.2134  C69 1.091
88 H -36.7420 -1.7176 8.5944  C69 1.090
89 H -36.0075 -0.1824 9.1827  C69 1.088
90 H -34.6354 -4.1622 8.4011  O71 0.964
91 C -28.1227 5.6998 0.6895  C92 1.527, H102 1.096, H103 1.089, H104 1.096
92 C -28.5625 4.4438 -0.0595  C91 1.527, C93 1.549, C94 1.509, N100 1.477
93 C -29.9963 4.7242 -0.5738  C92 1.549, H105 1.096, H106 1.088, H107 1.089
94 C -27.6509 4.1635 -1.2288  C92 1.509, C95 1.534, H108 1.092, H109 1.092
95 C -26.3117 3.5325 -0.8285  C94 1.534, C96 1.525, H110 1.091, H111 1.099
96 C -26.4670 2.3131 0.0735  C95 1.525, C97 1.539, H112 1.090, H113 1.096
97 C -27.4968 2.4777 1.2047  C96 1.539, C98 1.546, C99 1.547, N100 1.450
98 C -27.8730 1.0439 1.6448  C97 1.546, H114 1.098, H115 1.089, H116 1.088
99 C -26.7736 3.0965 2.4243  C97 1.547, H117 1.094, H118 1.099, H119 1.087
100 N -28.6616 3.2209 0.7635  C92 1.477, C97 1.450, O101 1.408
101 O -29.5956 3.3664 1.8074  N100 1.408, H120 0.964
102 H -27.0313 5.7945 0.6784  C91 1.096
103 H -28.6117 6.6147 0.3585  C91 1.089
104 H -28.2936 5.6965 1.7724  C91 1.096
105 H -30.4638 3.8614 -1.0612  C93 1.096
106 H -30.5997 4.9365 0.3062  C93 1.088
107 H -30.0015 5.4750 -1.3632  C93 1.089
108 H -28.0749 3.4717 -1.9595  C94 1.092
109 H -27.4184 5.1159 -1.7103  C94 1.092
110 H -25.6935 3.3226 -1.7029  C95 1.091
111 H -25.6643 4.2072 -0.2512  C95 1.099
112 H -25.4751 2.0899 0.4662  C96 1.090
113 H -26.7770 1.4824 -0.5704  C96 1.096
114 H -28.2724 0.5804 0.7336  C98 1.098
115 H -28.6768 0.9498 2.3734  C98 1.089
116 H -26.9923 0.4711 1.9257  C98 1.088
117 H -27.4761 3.3011 3.2380  C99 1.094
118 H -26.4689 4.1279 2.1967  C99 1.099
119 H -25.8975 2.5587 2.7769  C99 1.087
120 H -30.3824 2.9078 1.4918  O101 0.964
121 C -26.9086 -8.5135 5.4384  C122 1.547, H132 1.094, H133 1.095, H134 1.093
122 C -27.6288 -7.7796 6.5944  C121 1.547, C123 1.554, C124 1.534, N130 1.455
123 C -28.8476 -8.6112 7.0819  C122 1.554, H135 1.088, H136 1.091, H137 1.088
124 C -26.5391 -7.7033 7.6712  C122 1.534, C125 1.535, H138 1.094, H139 1.094
125 C -26.7656 -6.6632 8.7766  C124 1.535, C126 1.527, H140 1.096, H141 1.087
126 C -27.0388 -5.2926 8.1616  C125 1.527, C127 1.520, H142 1.095, H143 1.095
127 C -28.1343 -5.3296 7.1085  C126 1.520, C128 1.544, C129 1.538, N130 1.475
128 C -29.5482 -5.4414 7.7186  C127 1.544, H144 1.092, H145 1.095, H146 1.087
129 C -28.0802 -4.0462 6.2627  C127 1.538, H147 1.089, H148 1.097, H149 1.084
130 N -27.9385 -6.4301 6.1465  C122 1.455, C127 1.475, O131 1.395
131 O -28.6554 -6.3561 4.9525  N130 1.395, H150 0.967
132 H -27.5762 -8.7415 4.6029  C121 1.094
133 H -26.0859 -7.9455 4.9928  C121 1.095
134 H -26.4027 -9.4419 5.7167  C121 1.093
135 H -29.0335 -8.5026 8.1481  C123 1.088
136 H -29.7142 -8.2081 6.5553  C123 1.091
137 H -28.6967 -9.6449 6.7762  C123 1.088
138 H -26.4261 -8.6647 8.1803  C124 1.094
139 H -25.5764 -7.5119 7.1887  C124 1.094
140 H -27.6884 -6.9835 9.2733  C125 1.096
141 H -25.9113 -6.7150 9.4462  C125 1.087
142 H -26.1065 -4.8745 7.7687  C126 1.095
143 H -27.3374 -4.5907 8.9467  C126 1.095
144 H -30.2333 -5.3185 6.8776  C128 1.092
145 H -29.7845 -4.6470 8.4340  C128 1.095
146 H -29.7541 -6.3659 8.2529  C128 1.087
147 H -27.0502 -3.9310 5.9281  C129 1.089
148 H -28.2442 -3.2342 6.9816  C129 1.097
149 H -28.8549 -4.0274 5.5048  C129 1.084
150 H -28.0409 -5.9911 4.3008  O131 0.967
151 C -25.2182 7.8215 4.0687  C152 1.538, H162 1.090, H163 1.092, H164 1.096
152 C -25.2706 7.3953 5.5452  C151 1.538, C153 1.528, C154 1.537, N160 1.469
153 C -23.9396 6.7780 5.9729  C152 1.528, H165 1.096, H166 1.093, H167 1.086
154 C -25.5653 8.6957 6.3099  C152 1.537, C155 1.521, H168 1.088, H169 1.099
155 C -26.0409 8.5012 7.7414  C154 1.521, C156 1.551, H170 1.098, H171 1.089
156 C -27.1121 7.3861 7.8570  C155 1.551, C157 1.558, H172 1.091, H173 1.088
157 C -26.8847 6.0754 7.0463  C156 1.558, C158 1.533, C159 1.531, N160 1.478
158 C -25.9249 5.1564 7.8103  C157 1.533, H174 1.090, H175 1.091, H176 1.091
159 C -28.2755 5.4623 6.8667  C157 1.531, H177 1.090, H178 1.094, H179 1.093
160 N -26.3965 6.4661 5.7072  C152 1.469, C157 1.478, O161 1.431
161 O -26.2430 5.3216 4.8617  N160 1.431, H180 0.965
162 H -26.1983 7.9663 3.6133  C151 1.090
163 H -24.5890 8.7079 3.9643  C151 1.092
164 H -24.7023 7.1147 3.4081  C151 1.096
165 H -23.8267 5.7835 5.5259  C153 1.096
166 H -23.0853 7.2758 5.5081  C153 1.093
167 H -23.9058 6.6640 7.0524  C153 1.086
168 H -24.7695 9.4168 6.1388  C154 1.088
169 H -26.4723 9.0702 5.8145  C154 1.099
170 H -25.1750 8.2300 8.3593  C155 1.098
171 H -26.4087 9.4422 8.1489  C155 1.089
172 H -27.9987 7.8373 7.4086  C156 1.091
173 H -27.1568 7.1268 8.9127  C156 1.088
174 H -25.2759 4.6424 7.1007  C158 1.090
175 H -26.4386 4.4114 8.4189  C158 1.091
176 H -25.2977 5.7403 8.4860  C158 1.091
177 H -28.7413 5.2440 7.8272  C159 1.090
178 H -28.2524 4.5586 6.2499  C159 1.094
179 H -28.9309 6.1091 6.2785  C159 1.093
180 H -26.8304 5.6133 4.1545  O161 0.965
181 C -25.4818 -2.3726 11.0837  C182 1.534, H192 1.094, H193 1.091, H194 1.090
182 C -24.1439 -2.9644 11.5456  C181 1.534, C183 1.539, C184 1.533, N190 1.462
183 C -23.0177 -2.3920 10.6670  C182 1.539, H195 1.091, H196 1.092, H197 1.090
184 C -23.8710 -2.4973 12.9805  C182 1.533, C185 1.523, H198 1.098, H199 1.098
185 C -24.7219 -3.1356 14.0708  C184 1.523, C186 1.555, H200 1.093, H201 1.091
186 C -24.5785 -4.6747 13.9053  C185 1.555, C187 1.534, H202 1.096, H203 1.089
187 C -24.8363 -5.2268 12.4971  C186 1.534, C188 1.543, C189 1.521, N190 1.471
188 C -24.2199 -6.6401 12.4326  C187 1.543, H204 1.093, H205 1.088, H206 1.091
189 C -26.3314 -5.2962 12.2289  C187 1.521, H207 1.088, H208 1.098, H209 1.090
190 N -24.0725 -4.4250 11.5291  C182 1.462, C187 1.471, O191 1.412
191 O -24.2177 -4.8814 10.2005  N190 1.412, H210 0.963
192 H -25.8427 -2.9084 10.2013  C181 1.094
193 H -26.2837 -2.4614 11.8183  C181 1.091
194 H -25.3369 -1.3188 10.8439  C181 1.090
195 H -22.0339 -2.8205 10.8649  C183 1.091
196 H -23.2245 -2.5902 9.6134  C183 1.092
197 H -22.9485 -1.3117 10.7938  C183 1.090
198 H -22.8193 -2.6727 13.2437  C184 1.098
199 H -23.8343 -1.4053 13.0860  C184 1.098
200 H -24.3311 -2.8610 15.0535  C185 1.093
201 H -25.7562 -2.7945 14.1394  C185 1.091
202 H -25.3866 -5.0607 14.5375  C186 1.096
203 H -23.6588 -5.0877 14.3169  C186 1.089
204 H -23.1641 -6.5891 12.7092  C188 1.093
205 H -24.2544 -7.0746 11.4357  C188 1.088
206 H -24.7224 -7.2534 13.1822  C188 1.091
207 H -26.6712 -5.1810 11.2012  C189 1.088
208 H -26.7956 -4.4263 12.7109  C189 1.098
209 H -26.7204 -6.1728 12.7469  C189 1.090
210 H -23.3595 -5.2616 9.9834  O191 0.963
211 C -26.9980 -3.4479 3.0615  O212 1.415, H217 1.096, H218 1.096, H219 1.085
212 O -27.6607 -4.4914 2.3719  C211 1.415, C213 1.435
213 C -26.7272 -5.1742 1.5216  O212 1.435, C214 1.527, H220 1.096, H221 1.094
214 C -27.3651 -6.4572 0.9941  C213 1.527, C215 1.522, N216 1.470, H222 1.094
215 C -26.3089 -7.3107 0.3057  C214 1.522, H223 1.094, H224 1.093, H225 1.091
216 N -28.4766 -6.1890 0.0709  C214 1.470, H226 1.019, H227 1.014
217 H -26.3601 -2.8909 2.3656  C211 1.096
218 H -26.3413 -3.8948 3.8165  C211 1.096
219 H -27.6631 -2.7477 3.5566  C211 1.085
220 H -26.5272 -4.4970 0.6836  C213 1.096
221 H -25.8303 -5.3715 2.1162  C213 1.094
222 H -27.6904 -7.0262 1.8702  C214 1.094
223 H -25.4386 -7.3826 0.9642  C215 1.094
224 H -25.9099 -6.9889 -0.6600  C215 1.093
225 H -26.6975 -8.3123 0.1144  C215 1.091
226 H -28.7997 -5.2534 0.3115  N216 1.019
227 H -28.1307 -6.1081 -0.8789  N216 1.014
228 C -24.1797 2.4129 9.8100  C229 1.511, H231 1.096, H232 1.095, H233 1.087
229 C -23.5750 1.2067 9.1295  C228 1.511, O230 1.423, H234 1.093, H235 1.093
230 O -23.1015 1.5628 7.8360  C229 1.423, H236 0.962
231 H -24.4286 2.1860 10.8527  C228 1.096
232 H -25.1745 2.6618 9.4249  C228 1.095
233 H -23.5531 3.2948 9.7006  C228 1.087
234 H -24.2233 0.3297 9.0565  C229 1.093
235 H -22.6686 0.9412 9.6798  C229 1.093
236 H -23.8054 1.9422 7.3017  O230 0.962

Orbital gap = 8.2 eV
Structure (SMILES) = CC1(C)CCCC(C)(C)N1O.CC1(C)CCCC(C)(C)N1O.CC1(C)CCCC(C)(C)N1O.CC1(C)CCCC(C)(C)N1O.CC1(C)CCCC(C)(C)N1O.CC1(C)CCCC(C)(C)N1O.CC1(C)CCCC(C)(C)N1O.COC[C@H](C)N.CCO
Charge = 0
LUMO = 0.018 hartree
Relative energy (zero: lowest compared OMol25 entry of this formula, charge and spin) = 0.613 eV

Entry 3:
Computed, not measured: an isolated molecule of C8H9NO3 in a non-equilibrium geometry, with ωB97M-V with the def2-TZVPD basis set.

Last columns: bonded neighbours and bond lengths (Å).
CARTESIAN COORDINATES (ANGSTROEM)
1 O -2.7310 -1.9789 -1.3176  N2 1.487, H13 1.145
2 N -2.9453 -0.5417 -1.0029  O1 1.487, C3 1.415, H14 1.017
3 C -1.8114 0.1283 -1.5193  N2 1.415, C4 1.506, H15 1.117, H16 1.145
4 C -0.5189 0.0869 -0.7476  C3 1.506, C5 1.310, C9 1.454
5 C 0.1879 -1.0157 -0.7649  C4 1.310, C6 1.428, H17 1.090
6 C 1.3406 -1.2192 0.0530  C5 1.428, C7 1.293, H18 1.070
7 C 1.6709 -0.2140 0.7954  C6 1.293, C8 1.440, O12 1.369
8 C 1.0433 1.0769 0.6835  C7 1.440, C9 1.322, O10 1.391
9 C 0.0078 1.2842 -0.1126  C4 1.454, C8 1.322, H19 1.061
10 O 1.5432 1.8476 1.7279  C8 1.391, C11 1.389
11 C 2.6875 1.2698 2.2625  O10 1.389, O12 1.507, H20 1.211, H21 1.131
12 O 2.7806 -0.0736 1.5853  C7 1.369, C11 1.507
13 H -3.8071 -2.3151 -1.5179  O1 1.145
14 H -2.9881 -0.3706 -0.0008  N2 1.017
15 H -2.0824 1.2100 -1.4531  C3 1.117
16 H -1.7781 -0.2085 -2.6132  C3 1.145
17 H -0.1444 -1.8524 -1.3801  C5 1.090
18 H 1.8641 -2.1501 -0.0117  C6 1.070
19 H -0.6802 2.0915 -0.0804  C9 1.061
20 H 2.7326 1.1294 3.4644  C11 1.211
21 H 3.6283 1.8151 1.9500  C11 1.131

Orbital gap = 9.1 eV
Structure (SMILES) = ONCc1ccc2c(c1)OCO2
Charge = 0
LUMO = 0.030 hartree
Relative energy (zero: lowest compared OMol25 entry of this formula, charge and spin) = 4.631 eV